Below is C28H60O22PS6Tl as an isolated structure in a non-equilibrium geometry, with properties calculated with ωB97M-V/def2-TZVPD.

Values from the calculation:
total charge = 0

CARTESIAN COORDINATES (ANGSTROEM)
Tl 1.455 0.015 2.745
P 0.171 0.023 -0.123
O 1.278 -1.053 0.197
O -0.848 -0.191 1.055
O -0.449 0.022 -1.516
O 0.849 1.387 0.298
C -4.075 -1.329 -0.090
C -3.768 0.149 0.238
C -3.193 0.969 -0.890
O -4.026 2.051 -1.012
C -5.188 1.807 -0.385
O -6.225 2.452 -0.580
O -5.042 0.717 0.443
H -3.106 -1.806 -0.240
H -4.631 -1.376 -1.027
H -4.620 -1.900 0.662
H -3.068 0.321 1.056
H -3.056 0.399 -1.809
H -2.225 1.292 -0.509
C 4.532 -0.302 -1.092
C 3.516 -0.596 -2.154
C 2.708 0.610 -2.598
O 2.919 0.576 -4.024
C 3.810 -0.388 -4.389
O 4.090 -0.754 -5.553
O 4.245 -0.985 -3.277
H 5.265 -1.098 -0.958
H 4.006 -0.165 -0.147
H 5.185 0.554 -1.260
H 2.987 -1.528 -1.953
H 3.180 1.487 -2.153
H 1.631 0.516 -2.461
C 1.040 -2.492 -4.114
C 0.795 -2.862 -2.643
C -0.668 -3.117 -2.421
O -0.632 -4.323 -1.676
C 0.586 -4.841 -1.674
O 0.864 -5.902 -1.104
O 1.456 -4.023 -2.307
H 2.086 -2.649 -4.378
H 0.690 -1.484 -4.337
H 0.584 -3.239 -4.763
H 1.103 -2.118 -1.907
H -1.280 -3.085 -3.322
H -1.000 -2.275 -1.813
C -1.593 4.593 -0.147
C -0.426 4.381 -1.123
C -0.680 3.439 -2.318
O -0.270 4.157 -3.481
C 0.089 5.381 -3.166
O 0.265 6.264 -4.002
O -0.045 5.538 -1.859
H -2.374 5.218 -0.580
H -1.290 5.234 0.680
H -1.938 3.621 0.207
H 0.420 3.918 -0.614
H -1.716 3.099 -2.332
H -0.082 2.528 -2.282
C 1.686 4.420 1.688
S 3.376 3.722 1.961
O 3.139 2.515 2.918
C 3.756 2.927 0.367
H 1.379 4.864 2.635
H 1.095 3.578 1.328
H 1.612 5.211 0.941
H 4.803 2.629 0.423
H 3.617 3.598 -0.480
H 3.120 2.054 0.222
C 3.525 -3.759 -0.064
S 4.051 -2.799 1.392
O 2.818 -2.467 2.220
C 4.974 -4.083 2.286
H 2.890 -3.078 -0.630
H 2.891 -4.577 0.280
H 4.340 -4.118 -0.692
H 4.517 -5.032 2.564
H 5.216 -3.569 3.217
H 5.978 -4.265 1.904
C 0.875 -5.232 3.309
S -0.219 -3.736 3.193
O 0.528 -2.595 3.806
C -0.081 -3.587 1.435
H 0.622 -6.049 2.633
H 0.632 -5.626 4.296
H 1.912 -4.913 3.213
H -0.652 -4.441 1.070
H 0.938 -3.706 1.069
H -0.492 -2.624 1.132
C -2.806 -1.121 3.414
S -1.897 -1.186 4.989
O -0.762 -0.171 4.790
C -3.192 -0.383 6.031
H -2.168 -1.538 2.635
H -2.987 -0.063 3.219
H -3.739 -1.634 3.648
H -4.121 -0.938 5.907
H -3.327 0.630 5.653
H -2.875 -0.325 7.072
C -1.433 3.626 5.455
S -0.987 3.459 3.692
O 0.058 2.375 3.611
C -2.547 2.638 3.062
H -0.572 3.335 6.057
H -2.285 3.029 5.780
H -1.725 4.675 5.514
H -2.335 1.832 2.360
H -3.188 3.406 2.629
H -3.166 2.123 3.796
C -1.285 1.451 -4.650
S -1.784 0.101 -5.788
O -2.702 0.882 -6.710
C -2.819 -0.769 -4.562
H -0.613 2.171 -5.117
H -0.728 1.091 -3.786
H -2.179 2.022 -4.397
H -3.024 -1.799 -4.855
H -3.717 -0.161 -4.457
H -2.240 -0.857 -3.643

Here are the Mulliken charges for atoms 1 to 99, given in e: number 1, Tl, carries 1.443; number 2, P, carries -1.880; number 3, O, carries 0.967; number 4, O, carries 0.547; number 5, O, carries 0.047; number 6, O, carries 0.053; number 7, C, carries -1.358; number 8, C, carries 2.546; number 9, C, carries 2.182; number 10, O, carries -0.464; number 11, C, carries 0.452; number 12, O, carries -0.613; number 13, O, carries -0.456; number 14, H, carries 0.120; number 15, H, carries 0.409; number 16, H, carries 0.322; number 17, H, carries -1.758; number 18, H, carries -0.590; number 19, H, carries -1.265; number 20, C, carries -1.622; number 21, C, carries 1.843; number 22, C, carries 1.231; number 23, O, carries -0.390; number 24, C, carries 0.490; number 25, O, carries -0.621; number 26, O, carries -0.472; number 27, H, carries 0.382; number 28, H, carries 0.233; number 29, H, carries 0.437; number 30, H, carries -1.212; number 31, H, carries 0.053; number 32, H, carries -0.633; number 33, C, carries -1.960; number 34, C, carries 3.338; number 35, C, carries 0.866; number 36, O, carries -0.335; number 37, C, carries 0.319; number 38, O, carries -0.613; number 39, O, carries -0.413; number 40, H, carries 0.399; number 41, H, carries 0.154; number 42, H, carries 0.594; number 43, H, carries -1.908; number 44, H, carries 0.164; number 45, H, carries -0.557; number 46, C, carries -1.127; number 47, C, carries 1.860; number 48, C, carries 0.817; number 49, O, carries -0.412; number 50, C, carries 0.556; number 51, O, carries -0.627; number 52, O, carries -0.469; number 53, H, carries 0.398; number 54, H, carries 0.405; number 55, H, carries -0.058; number 56, H, carries -0.842; number 57, H, carries -0.145; number 58, H, carries -0.372; number 59, C, carries -0.210; number 60, S, carries 0.220; number 61, O, carries -0.581; number 62, C, carries -0.453; number 63, H, carries 0.469; number 64, H, carries -0.494; number 65, H, carries 0.528; number 66, H, carries 0.486; number 67, H, carries 0.457; number 68, H, carries -0.412; number 69, C, carries -0.200; number 70, S, carries 0.304; number 71, O, carries -0.556; number 72, C, carries -1.211; number 73, H, carries -0.608; number 74, H, carries 0.442; number 75, H, carries 0.641; number 76, H, carries 0.333; number 77, H, carries 0.440; number 78, H, carries 0.418; number 79, C, carries -0.873; number 80, S, carries 0.417; number 81, O, carries -0.576; number 82, C, carries 0.586; number 83, H, carries 0.416; number 84, H, carries 0.455; number 85, H, carries 0.001; number 86, H, carries 0.919; number 87, H, carries -0.511; number 88, H, carries -1.136; number 89, C, carries 0.236; number 90, S, carries 0.451; number 91, O, carries -0.457; number 92, C, carries -0.788; number 93, H, carries -0.533; number 94, H, carries -0.245; number 95, H, carries 0.573; number 96, H, carries 0.381; number 97, H, carries 0.081; number 98, H, carries 0.361; number 99, C, carries -1.104

=====

Below is C26H21BrCoN6O3 as an isolated structure, with properties calculated with ωB97M-V/def2-TZVPD.

Values from the calculation:
total charge = 0
2S+1 = 2
<S²> = 0.757

CARTESIAN COORDINATES (ANGSTROEM)
Co 0.201 0.005 0.662
O 3.328 0.573 3.050
C 2.528 0.205 2.194
N 1.606 0.935 1.543
C 1.136 2.092 2.275
C -0.242 1.765 2.814
C -0.926 2.592 3.697
C -2.161 2.189 4.163
C -2.693 0.977 3.736
C -1.967 0.230 2.831
N -0.771 0.614 2.390
C 2.477 -1.275 1.837
C 3.539 -2.135 2.066
C 3.367 -3.474 1.756
C 2.150 -3.910 1.249
C 1.136 -2.982 1.064
N 1.307 -1.696 1.355
H 1.056 2.988 1.649
H 1.810 2.334 3.106
H -0.485 3.524 4.017
H -2.709 2.810 4.858
H -3.656 0.629 4.079
H -2.340 -0.697 2.415
H 4.452 -1.740 2.485
H 4.174 -4.178 1.909
H 1.980 -4.948 1.002
H 0.163 -3.248 0.670
O -1.233 4.113 -3.892
C -0.979 3.455 -2.732
C 0.313 3.230 -2.258
C 0.447 2.526 -1.079
N -0.588 2.059 -0.370
C -1.791 2.332 -0.823
Br -3.247 1.812 0.274
C -2.067 3.009 -2.000
H -0.404 4.378 -4.307
H 1.189 3.577 -2.788
H 1.425 2.298 -0.678
H -3.076 3.193 -2.330
O -1.343 -0.921 0.135
C -1.618 -1.530 -0.972
C -2.886 -2.162 -1.085
C -3.275 -2.818 -2.222
C -2.425 -2.892 -3.334
C -1.191 -2.294 -3.248
C -0.763 -1.618 -2.098
C 0.573 -1.035 -2.056
N 1.104 -0.344 -1.066
C 2.395 -0.033 -1.433
C 2.647 -0.540 -2.662
N 1.485 -1.170 -3.051
H -3.536 -2.093 -0.223
H -4.252 -3.281 -2.257
H -2.728 -3.402 -4.235
H -0.542 -2.352 -4.114
H 3.043 0.520 -0.780
H 3.520 -0.523 -3.283
H 1.343 -1.675 -3.907

Mulliken atomic charges, in units of e: number 1, Co, carries 0.023; number 2, O, carries -0.771; number 3, C, carries 0.225; number 4, N, carries 0.296; number 5, C, carries -1.551; number 6, C, carries 1.058; number 7, C, carries -1.141; number 8, C, carries -0.224; number 9, C, carries -0.842; number 10, C, carries -0.472; number 11, N, carries 0.713; number 12, C, carries 0.519; number 13, C, carries -0.872; number 14, C, carries -0.306; number 15, C, carries -0.884; number 16, C, carries -0.284; number 17, N, carries 0.261; number 18, H, carries 0.230; number 19, H, carries 0.715; number 20, H, carries 0.480; number 21, H, carries 0.409; number 22, H, carries 0.437; number 23, H, carries 0.443; number 24, H, carries 0.504; number 25, H, carries 0.414; number 26, H, carries 0.444; number 27, H, carries 0.479; number 28, O, carries -0.562; number 29, C, carries 1.046; number 30, C, carries -0.873; number 31, C, carries -0.765; number 32, N, carries 0.167; number 33, C, carries 0.061; number 34, Br, carries -0.094; number 35, C, carries -0.739; number 36, H, carries 0.296; number 37, H, carries 0.333; number 38, H, carries 0.546; number 39, H, carries 0.464; number 40, O, carries 0.036; number 41, C, carries -0.084; number 42, C, carries -0.946; number 43, C, carries -0.514; number 44, C, carries -0.933; number 45, C, carries -0.869; number 46, C, carries 0.964; number 47, C, carries 0.308; number 48, N, carries 0.904; number 49, C, carries -0.667; number 50, C, carries -1.087; number 51, N, carries -0.040; number 52, H, carries 0.435; number 53, H, carries 0.431; number 54, H, carries 0.407; number 55, H, carries 0.303; number 56, H, carries 0.520; number 57, H, carries 0.483; number 58, H, carries 0.163

=====

Below is C17H18N6OS2Sc as an isolated structure in a non-equilibrium geometry, with properties calculated with ωB97M-V/def2-TZVPD.

Values from the calculation:
total charge = +1

CARTESIAN COORDINATES (ANGSTROEM)
Sc 10.762 7.650 8.761
C 10.417 10.141 10.474
C 10.853 10.466 9.190
C 12.104 10.199 8.697
C 12.983 9.399 9.493
C 12.551 8.977 10.724
C 11.224 9.290 11.252
H 9.475 10.435 10.772
H 10.099 10.946 8.532
H 12.399 10.420 7.713
H 14.067 9.350 9.199
H 13.128 8.378 11.388
H 10.906 8.968 12.267
S 12.486 6.579 7.419
C 12.965 5.857 8.970
S 11.722 5.763 10.108
C 14.277 5.545 9.306
C 15.321 5.654 8.314
N 16.178 5.911 7.582
C 14.557 5.069 10.608
N 14.599 4.586 11.652
N 8.708 4.712 8.929
C 7.967 5.835 9.121
C 6.519 5.698 9.067
C 5.694 6.780 9.059
C 6.346 8.078 9.120
C 7.709 8.088 9.173
N 8.561 7.058 9.223
H 8.306 3.848 8.570
H 9.692 4.676 8.936
H 6.130 4.700 9.097
H 4.610 6.702 8.993
H 5.682 8.893 9.096
H 8.231 8.997 9.167
C 7.661 8.158 5.707
N 8.914 8.081 4.954
C 10.040 8.254 5.665
N 11.223 8.429 5.011
O 9.972 8.446 6.910
H 7.608 7.367 6.470
H 6.854 8.131 5.093
H 7.606 9.144 6.147
H 8.975 7.756 3.966
H 11.194 8.530 3.987
H 12.045 8.598 5.498

Mulliken atomic charges, in units of e: number 1, Sc, carries 0.310; number 2, C, carries -0.325; number 3, C, carries -0.491; number 4, C, carries -0.396; number 5, C, carries -0.277; number 6, C, carries -0.273; number 7, C, carries -0.364; number 8, H, carries 0.589; number 9, H, carries 0.195; number 10, H, carries 0.552; number 11, H, carries 0.339; number 12, H, carries 0.429; number 13, H, carries 0.400; number 14, S, carries -0.441; number 15, C, carries 0.870; number 16, S, carries -0.413; number 17, C, carries 0.557; number 18, C, carries -0.193; number 19, N, carries -0.446; number 20, C, carries -0.114; number 21, N, carries -0.447; number 22, N, carries -0.301; number 23, C, carries 0.758; number 24, C, carries -0.755; number 25, C, carries -0.323; number 26, C, carries -1.019; number 27, C, carries -0.335; number 28, N, carries 0.217; number 29, H, carries 0.243; number 30, H, carries 0.013; number 31, H, carries 0.440; number 32, H, carries 0.435; number 33, H, carries 0.511; number 34, H, carries 0.530; number 35, C, carries -0.647; number 36, N, carries -0.255; number 37, C, carries 0.568; number 38, N, carries -0.375; number 39, O, carries -0.178; number 40, H, carries 0.065; number 41, H, carries 0.496; number 42, H, carries 0.239; number 43, H, carries 0.249; number 44, H, carries 0.205; number 45, H, carries 0.160

=====

E values, unit eV, following the record order: -154041.0752; -150058.3180; -71277.2756.
Energy relative to the best compared isomer or geometry (same formula, charge and spin) values, unit kcal per mole, following the record order: 0.0; 0.0; 5.3.